Entry from the OMol25 dataset: a 18-piece molecular cluster, C84H222N18O24 overall at a distorted geometry (ωB97M-V/def2-TZVPD).

Last columns: bonded neighbours and bond lengths (Å).
Atoms and positions in Å:
1 C -3.374 -2.342 -0.777  O2 1.444, H10 1.090, H11 1.090, H12 1.090
2 O -2.436 -1.524 -0.045  C1 1.444, C3 1.456
3 C -2.629 -0.116 -0.361  O2 1.456, C4 1.553, H13 1.090, H14 1.090
4 C -1.704 0.664 0.612  C3 1.553, N5 1.465, H15 1.090, H16 1.090
5 N -0.316 0.238 0.423  C4 1.465, C6 1.446, H17 1.010
6 C 0.609 0.807 1.378  N5 1.446, C7 1.542, H18 1.090, H19 1.090
7 C 2.037 0.235 1.276  C6 1.542, O8 1.448, H20 1.090, H21 1.090
8 O 2.860 0.813 2.318  C7 1.448, C9 1.429
9 C 4.243 0.473 2.194  O8 1.429, H22 1.090, H23 1.090, H24 1.090
10 H -3.233 -2.152 -1.841  C1 1.090
11 H -4.392 -2.067 -0.499  C1 1.090
12 H -3.201 -3.410 -0.642  C1 1.090
13 H -3.680 0.163 -0.285  C3 1.090
14 H -2.372 0.057 -1.406  C3 1.090
15 H -1.919 0.606 1.679  C4 1.090
16 H -1.802 1.726 0.384  C4 1.090
17 H -0.250 -0.766 0.338  N5 1.010
18 H 0.355 0.602 2.418  C6 1.090
19 H 0.598 1.894 1.306  C6 1.090
20 H 2.478 0.373 0.288  C7 1.090
21 H 2.012 -0.849 1.384  C7 1.090
22 H 4.657 1.036 1.358  C9 1.090
23 H 4.453 -0.561 1.921  C9 1.090
24 H 4.853 0.721 3.063  C9 1.090
25 C -5.891 -4.741 -1.129  O26 1.407, H34 1.090, H35 1.090, H36 1.090
26 O -5.182 -4.426 -2.304  C25 1.407, C27 1.389
27 C -5.986 -4.010 -3.357  O26 1.389, C28 1.582, H37 1.090, H38 1.090
28 C -6.683 -2.612 -3.108  C27 1.582, N29 1.435, H39 1.090, H40 1.090
29 N -7.053 -2.038 -4.370  C28 1.435, C30 1.460, H41 1.010
30 C -7.941 -0.917 -4.076  N29 1.460, C31 1.536, H42 1.090, H43 1.090
31 C -8.374 -0.176 -5.350  C30 1.536, O32 1.479, H44 1.090, H45 1.090
32 O -9.523 -0.838 -6.004  C31 1.479, C33 1.374
33 C -10.066 0.006 -6.942  O32 1.374, H46 1.090, H47 1.090, H48 1.090
34 H -5.389 -5.423 -0.443  C25 1.090
35 H -6.802 -5.315 -1.299  C25 1.090
36 H -6.097 -3.769 -0.682  C25 1.090
37 H -6.754 -4.689 -3.727  C27 1.090
38 H -5.304 -3.783 -4.177  C27 1.090
39 H -5.924 -1.944 -2.700  C28 1.090
40 H -7.503 -2.738 -2.401  C28 1.090
41 H -7.684 -2.655 -4.862  N29 1.010
42 H -7.273 -0.235 -3.548  C30 1.090
43 H -8.740 -1.211 -3.395  C30 1.090
44 H -7.556 -0.267 -6.065  C31 1.090
45 H -8.644 0.832 -5.034  C31 1.090
46 H -10.779 -0.519 -7.577  C33 1.090
47 H -9.379 0.520 -7.614  C33 1.090
48 H -10.635 0.830 -6.513  C33 1.090
49 C 2.432 11.210 -2.611  O50 1.470, H58 1.090, H59 1.090, H60 1.090
50 O 2.191 9.807 -2.977  C49 1.470, C51 1.405
51 C 2.370 8.930 -1.893  O50 1.405, C52 1.575, H61 1.090, H62 1.090
52 C 1.602 7.560 -2.011  C51 1.575, N53 1.444, H63 1.090, H64 1.090
53 N 1.730 6.705 -0.855  C52 1.444, C54 1.498, H65 1.010
54 C 0.856 5.505 -1.054  N53 1.498, C55 1.504, H66 1.090, H67 1.090
55 C 0.813 4.720 0.228  C54 1.504, O56 1.360, H68 1.090, H69 1.090
56 O 0.303 5.587 1.143  C55 1.360, C57 1.389
57 C 0.433 5.193 2.469  O56 1.389, H70 1.090, H71 1.090, H72 1.090
58 H 3.447 11.300 -2.223  C49 1.090
59 H 1.697 11.576 -1.895  C49 1.090
60 H 2.296 11.920 -3.426  C49 1.090
61 H 2.036 9.393 -0.964  C51 1.090
62 H 3.437 8.788 -1.726  C51 1.090
63 H 2.093 7.049 -2.840  C52 1.090
64 H 0.585 7.726 -2.366  C52 1.090
65 H 1.359 7.141 -0.022  N53 1.010
66 H 1.253 4.880 -1.854  C54 1.090
67 H -0.211 5.657 -1.218  C54 1.090
68 H 1.847 4.523 0.512  C55 1.090
69 H 0.174 3.839 0.178  C55 1.090
70 H 1.445 5.218 2.873  C57 1.090
71 H 0.030 4.201 2.670  C57 1.090
72 H -0.085 5.970 3.033  C57 1.090
73 C 7.639 -4.717 -0.402  O74 1.457, H82 1.090, H83 1.090, H84 1.090
74 O 6.896 -4.400 -1.614  C73 1.457, C75 1.419
75 C 5.960 -3.379 -1.309  O74 1.419, C76 1.534, H85 1.090, H86 1.090
76 C 5.069 -3.139 -2.535  C75 1.534, N77 1.476, H87 1.090, H88 1.090
77 N 4.240 -1.919 -2.467  C76 1.476, C78 1.512, H89 1.010
78 C 3.310 -1.883 -1.274  N77 1.512, C79 1.519, H90 1.090, H91 1.090
79 C 2.214 -2.932 -1.199  C78 1.519, O80 1.408, H92 1.090, H93 1.090
80 O 1.272 -2.519 -0.237  C79 1.408, C81 1.440
81 C 0.098 -3.349 -0.165  O80 1.440, H94 1.090, H95 1.090, H96 1.090
82 H 8.320 -5.526 -0.670  C73 1.090
83 H 7.017 -5.150 0.381  C73 1.090
84 H 8.269 -3.884 -0.089  C73 1.090
85 H 6.587 -2.494 -1.199  C75 1.090
86 H 5.431 -3.675 -0.403  C75 1.090
87 H 4.373 -3.963 -2.693  C76 1.090
88 H 5.653 -2.925 -3.430  C76 1.090
89 H 3.847 -1.818 -3.391  N77 1.010
90 H 2.709 -0.975 -1.332  C78 1.090
91 H 3.849 -1.783 -0.332  C78 1.090
92 H 2.537 -3.960 -1.035  C79 1.090
93 H 1.715 -2.939 -2.168  C79 1.090
94 H -0.529 -3.248 -1.050  C81 1.090
95 H -0.510 -3.081 0.699  C81 1.090
96 H 0.426 -4.384 -0.070  C81 1.090
97 C -7.332 -6.390 -10.834  O98 1.398, H106 1.090, H107 1.090, H108 1.090
98 O -7.044 -5.170 -10.215  C97 1.398, C99 1.433
99 C -7.062 -3.992 -11.032  O98 1.433, C100 1.534, H109 1.090, H110 1.090
100 C -7.131 -2.694 -10.218  C99 1.534, N101 1.456, H111 1.090, H112 1.090
101 N -5.830 -2.410 -9.629  C100 1.456, C102 1.490, H113 1.010
102 C -5.930 -1.166 -8.816  N101 1.490, C103 1.474, H114 1.090, H115 1.090
103 C -4.745 -1.089 -7.942  C102 1.474, O104 1.420, H116 1.090, H117 1.090
104 O -4.633 -2.289 -7.189  C103 1.420, C105 1.406
105 C -3.881 -2.013 -6.034  O104 1.406, H118 1.090, H119 1.090, H120 1.090
106 H -7.089 -7.210 -10.158  C97 1.090
107 H -6.702 -6.470 -11.720  C97 1.090
108 H -8.362 -6.452 -11.185  C97 1.090
109 H -8.019 -4.024 -11.553  C99 1.090
110 H -6.314 -3.932 -11.822  C99 1.090
111 H -8.007 -2.717 -9.570  C100 1.090
112 H -7.439 -1.784 -10.733  C100 1.090
113 H -5.634 -3.120 -8.938  N101 1.010
114 H -6.839 -1.208 -8.217  C102 1.090
115 H -5.926 -0.395 -9.587  C102 1.090
116 H -4.915 -0.239 -7.281  C103 1.090
117 H -3.827 -1.031 -8.525  C103 1.090
118 H -3.654 -2.923 -5.477  C105 1.090
119 H -4.463 -1.386 -5.359  C105 1.090
120 H -2.909 -1.545 -6.192  C105 1.090
121 C -4.886 1.398 -3.321  O122 1.480, H130 1.090, H131 1.090, H132 1.090
122 O -3.568 1.862 -2.834  C121 1.480, C123 1.419
123 C -3.656 3.275 -2.933  O122 1.419, C124 1.555, H133 1.090, H134 1.090
124 C -2.307 3.933 -2.528  C123 1.555, N125 1.441, H135 1.090, H136 1.090
125 N -1.276 4.077 -3.525  C124 1.441, C126 1.459, H137 1.010
126 C -1.535 4.903 -4.699  N125 1.459, C127 1.529, H138 1.090, H139 1.090
127 C -0.324 5.515 -5.405  C126 1.529, O128 1.432, H140 1.090, H141 1.090
128 O 0.187 6.680 -4.746  C127 1.432, C129 1.375
129 C 1.003 7.543 -5.439  O128 1.375, H142 1.090, H143 1.090, H144 1.090
130 H -4.891 0.308 -3.309  C121 1.090
131 H -5.097 1.644 -4.361  C121 1.090
132 H -5.708 1.758 -2.702  C121 1.090
133 H -4.420 3.715 -2.292  C123 1.090
134 H -3.863 3.615 -3.948  C123 1.090
135 H -1.944 3.435 -1.629  C124 1.090
136 H -2.484 4.914 -2.088  C124 1.090
137 H -0.955 3.209 -3.928  N125 1.010
138 H -2.281 5.654 -4.441  C126 1.090
139 H -2.100 4.291 -5.403  C126 1.090
140 H -0.711 5.570 -6.423  C127 1.090
141 H 0.451 4.748 -5.396  C127 1.090
142 H 2.010 7.220 -5.705  C129 1.090
143 H 1.155 8.441 -4.841  C129 1.090
144 H 0.482 7.844 -6.347  C129 1.090
145 C 0.030 -3.137 3.924  C146 1.484, H151 1.090, H152 1.090, H153 1.090
146 C 0.887 -2.951 5.121  C145 1.484, C147 1.580, N150 1.475, H154 1.090
147 C 2.008 -1.872 4.842  C146 1.580, O148 1.422, H155 1.090, H156 1.090
148 O 3.084 -2.020 5.761  C147 1.422, C149 1.415
149 C 4.064 -1.001 5.695  O148 1.415, H157 1.090, H158 1.090, H159 1.090
150 N 0.042 -2.668 6.297  C146 1.475, H160 1.010, H161 1.010
151 H 0.676 -3.360 3.075  C145 1.090
152 H -0.493 -2.257 3.549  C145 1.090
153 H -0.688 -3.949 4.037  C145 1.090
154 H 1.452 -3.880 5.202  C146 1.090
155 H 1.525 -0.898 4.911  C147 1.090
156 H 2.220 -1.880 3.773  C147 1.090
157 H 4.681 -1.116 6.586  C149 1.090
158 H 3.615 -0.009 5.741  C149 1.090
159 H 4.758 -1.009 4.855  C149 1.090
160 H 0.737 -2.716 7.028  N150 1.010
161 H -0.190 -1.685 6.293  N150 1.010
162 C 4.774 2.592 5.474  C163 1.530, H168 1.090, H169 1.090, H170 1.090
163 C 5.121 3.916 6.158  C162 1.530, C164 1.521, N167 1.473, H171 1.090
164 C 3.935 4.647 6.769  C163 1.521, O165 1.413, H172 1.090, H173 1.090
165 O 2.909 4.846 5.819  C164 1.413, C166 1.421
166 C 1.721 5.377 6.388  O165 1.421, H174 1.090, H175 1.090, H176 1.090
167 N 6.028 3.474 7.230  C163 1.473, H177 1.010, H178 1.010
168 H 4.232 2.879 4.572  C162 1.090
169 H 4.083 2.003 6.075  C162 1.090
170 H 5.605 1.994 5.099  C162 1.090
171 H 5.535 4.620 5.435  C163 1.090
172 H 4.257 5.623 7.130  C164 1.090
173 H 3.645 4.036 7.624  C164 1.090
174 H 1.976 6.171 7.089  C166 1.090
175 H 1.246 4.508 6.845  C166 1.090
176 H 1.152 5.817 5.569  C166 1.090
177 H 6.819 3.069 6.750  N167 1.010
178 H 6.408 4.258 7.743  N167 1.010
179 C 5.016 1.277 -4.097  C180 1.514, H185 1.090, H186 1.090, H187 1.090
180 C 6.061 1.295 -3.001  C179 1.514, C181 1.560, N184 1.470, H188 1.090
181 C 5.520 1.703 -1.596  C180 1.560, O182 1.427, H189 1.090, H190 1.090
182 O 5.242 3.101 -1.530  C181 1.427, C183 1.454
183 C 4.776 3.459 -0.200  O182 1.454, H191 1.090, H192 1.090, H193 1.090
184 N 6.588 -0.073 -2.891  C180 1.470, H194 1.010, H195 1.010
185 H 5.436 1.005 -5.066  C179 1.090
186 H 4.520 2.209 -4.367  C179 1.090
187 H 4.212 0.594 -3.823  C179 1.090
188 H 6.846 2.012 -3.240  C180 1.090
189 H 6.199 1.406 -0.797  C181 1.090
190 H 4.574 1.185 -1.437  C181 1.090
191 H 4.050 2.757 0.210  C183 1.090
192 H 4.301 4.435 -0.292  C183 1.090
193 H 5.589 3.704 0.484  C183 1.090
194 H 6.775 -0.331 -3.849  N184 1.010
195 H 5.823 -0.626 -2.532  N184 1.010
196 C -6.882 0.256 0.011  C197 1.558, H202 1.090, H203 1.090, H204 1.090
197 C -8.439 0.244 -0.041  C196 1.558, C198 1.540, N201 1.452, H205 1.090
198 C -9.116 -1.045 0.462  C197 1.540, O199 1.451, H206 1.090, H207 1.090
199 O -8.670 -2.190 -0.309  C198 1.451, C200 1.419
200 C -9.164 -3.412 0.216  O199 1.419, H208 1.090, H209 1.090, H210 1.090
201 N -8.798 1.371 0.802  C197 1.452, H211 1.010, H212 1.010
202 H -6.495 -0.288 0.873  C196 1.090
203 H -6.447 1.253 -0.062  C196 1.090
204 H -6.455 -0.364 -0.777  C196 1.090
205 H -8.681 0.400 -1.092  C197 1.090
206 H -10.193 -1.021 0.297  C198 1.090
207 H -8.957 -1.194 1.530  C198 1.090
208 H -10.246 -3.413 0.353  C200 1.090
209 H -8.615 -3.775 1.084  C200 1.090
210 H -8.985 -4.150 -0.566  C200 1.090
211 H -8.375 2.238 0.503  N201 1.010
212 H -8.456 1.264 1.747  N201 1.010
213 C 9.628 0.922 5.625  C214 1.504, H219 1.090, H220 1.090, H221 1.090
214 C 9.188 2.153 4.881  C213 1.504, C215 1.531, N218 1.403, H222 1.090
215 C 8.177 1.757 3.802  C214 1.531, O216 1.431, H223 1.090, H224 1.090
216 O 8.973 1.271 2.717  C215 1.431, C217 1.414
217 C 8.215 0.766 1.636  O216 1.414, H225 1.090, H226 1.090, H227 1.090
218 N 8.614 3.059 5.786  C214 1.403, H228 1.010, H229 1.010
219 H 8.797 0.437 6.138  C213 1.090
220 H 10.437 1.179 6.309  C213 1.090
221 H 9.952 0.161 4.916  C213 1.090
222 H 10.001 2.734 4.445  C214 1.090
223 H 7.548 2.594 3.499  C215 1.090
224 H 7.539 0.935 4.125  C215 1.090
225 H 8.831 0.147 0.984  C217 1.090
226 H 7.756 1.615 1.128  C217 1.090
227 H 7.343 0.181 1.927  C217 1.090
228 H 8.523 4.003 5.438  N218 1.010
229 H 9.334 3.130 6.491  N218 1.010
230 C -4.862 -3.246 2.697  C231 1.520, H236 1.090, H237 1.090, H238 1.090
231 C -4.498 -2.678 4.059  C230 1.520, C232 1.533, N235 1.449, H239 1.090
232 C -5.119 -1.315 4.389  C231 1.533, O233 1.424, H240 1.090, H241 1.090
233 O -4.643 -0.827 5.639  C232 1.424, C234 1.429
234 C -5.120 0.509 5.802  O233 1.429, H242 1.090, H243 1.090, H244 1.090
235 N -4.869 -3.671 5.047  C231 1.449, H245 1.010, H246 1.010
236 H -4.622 -2.581 1.867  C230 1.090
237 H -5.945 -3.363 2.708  C230 1.090
238 H -4.372 -4.217 2.620  C230 1.090
239 H -3.413 -2.635 4.152  C231 1.090
240 H -6.197 -1.479 4.378  C232 1.090
241 H -4.704 -0.679 3.607  C232 1.090
242 H -6.205 0.553 5.701  C234 1.090
243 H -4.655 1.144 5.048  C234 1.090
244 H -4.799 0.920 6.759  C234 1.090
245 H -4.954 -3.010 5.805  N235 1.010
246 H -5.785 -4.065 4.891  N235 1.010
247 C 0.897 -6.261 -2.057  C248 1.597, H253 1.090, H254 1.090, H255 1.090
248 C -0.584 -6.756 -2.392  C247 1.597, C249 1.554, N252 1.470, H256 1.090
249 C -1.733 -6.105 -1.572  C248 1.554, O250 1.408, H257 1.090, H258 1.090
250 O -1.634 -6.430 -0.206  C249 1.408, C251 1.418
251 C -2.639 -6.041 0.716  O250 1.418, H259 1.090, H260 1.090, H261 1.090
252 N -0.850 -6.549 -3.822  C248 1.470, H262 1.010, H263 1.010
253 H 1.115 -5.205 -2.221  C247 1.090
254 H 1.631 -6.803 -2.653  C247 1.090
255 H 1.102 -6.523 -1.020  C247 1.090
256 H -0.596 -7.811 -2.120  C248 1.090
257 H -2.750 -6.394 -1.838  C249 1.090
258 H -1.771 -5.024 -1.706  C249 1.090
259 H -2.537 -4.967 0.867  C251 1.090
260 H -2.498 -6.640 1.615  C251 1.090
261 H -3.624 -6.298 0.324  C251 1.090
262 H -1.746 -6.898 -4.132  N252 1.010
263 H -0.148 -7.034 -4.361  N252 1.010
264 C -3.829 4.229 1.811  C265 1.527, H270 1.090, H271 1.090, H272 1.090
265 C -3.983 5.725 1.547  C264 1.527, C266 1.510, N269 1.431, H273 1.090
266 C -2.864 6.329 0.733  C265 1.510, O267 1.420, H274 1.090, H275 1.090
267 O -3.015 7.732 0.578  C266 1.420, C268 1.397
268 C -1.838 8.409 0.244  O267 1.397, H276 1.090, H277 1.090, H278 1.090
269 N -5.284 5.896 0.976  C265 1.431, H279 1.010, H280 1.010
270 H -2.808 3.990 2.107  C264 1.090
271 H -4.075 3.602 0.953  C264 1.090
272 H -4.461 3.976 2.662  C264 1.090
273 H -3.858 6.246 2.496  C265 1.090
274 H -2.790 5.859 -0.247  C266 1.090
275 H -1.909 6.047 1.177  C266 1.090
276 H -1.292 8.042 -0.625  C268 1.090
277 H -1.188 8.383 1.118  C268 1.090
278 H -2.057 9.476 0.194  C268 1.090
279 H -5.350 6.899 0.875  N269 1.010
280 H -5.315 5.484 0.054  N269 1.010
281 C 1.180 1.706 -3.065  C282 1.557, H287 1.090, H288 1.090, H289 1.090
282 C 0.597 0.718 -4.118  C281 1.557, C283 1.581, N286 1.506, H290 1.090
283 C 0.392 -0.780 -3.656  C282 1.581, O284 1.466, H291 1.090, H292 1.090
284 O -0.373 -1.564 -4.631  C283 1.466, C285 1.413
285 C -0.683 -2.844 -4.118  O284 1.413, H293 1.090, H294 1.090, H295 1.090
286 N -0.684 1.340 -4.608  C282 1.506, H296 1.010, H297 1.010
287 H 2.008 1.270 -2.506  C281 1.090
288 H 0.504 1.965 -2.250  C281 1.090
289 H 1.534 2.690 -3.371  C281 1.090
290 H 1.283 0.686 -4.965  C282 1.090
291 H -0.127 -0.810 -2.698  C283 1.090
292 H 1.349 -1.271 -3.479  C283 1.090
293 H -0.895 -3.448 -5.000  C285 1.090
294 H -1.560 -2.916 -3.475  C285 1.090
295 H 0.098 -3.362 -3.561  C285 1.090
296 H -1.357 1.258 -3.859  N286 1.010
297 H -1.012 0.721 -5.335  N286 1.010
298 C 7.327 -2.425 4.000  C299 1.571, H304 1.090, H305 1.090, H306 1.090
299 C 8.222 -3.102 2.901  C298 1.571, C300 1.489, N303 1.423, H307 1.090
300 C 9.636 -2.639 2.959  C299 1.489, O301 1.439, H308 1.090, H309 1.090
301 O 10.352 -3.315 1.909  C300 1.439, C302 1.446
302 C 11.720 -2.858 1.812  O301 1.446, H310 1.090, H311 1.090, H312 1.090
303 N 8.273 -4.499 3.164  C299 1.423, H313 1.010, H314 1.010
304 H 7.670 -2.606 5.019  C298 1.090
305 H 6.267 -2.584 3.800  C298 1.090
306 H 7.430 -1.342 3.931  C298 1.090
307 H 7.858 -2.928 1.888  C299 1.090
308 H 10.149 -2.746 3.914  C300 1.090
309 H 9.550 -1.574 2.748  C300 1.090
310 H 11.889 -1.781 1.804  C302 1.090
311 H 12.153 -3.265 0.899  C302 1.090
312 H 12.261 -3.341 2.626  C302 1.090
313 H 8.971 -4.911 2.562  N303 1.010
314 H 8.645 -4.625 4.095  N303 1.010
315 C 4.056 -4.532 2.651  C316 1.519, H321 1.090, H322 1.090, H323 1.090
316 C 4.538 -5.491 3.726  C315 1.519, C317 1.556, N320 1.475, H324 1.090
317 C 3.491 -6.590 4.068  C316 1.556, O318 1.405, H325 1.090, H326 1.090
318 O 2.393 -6.024 4.738  C317 1.405, C319 1.425
319 C 1.315 -6.922 4.988  O318 1.425, H327 1.090, H328 1.090, H329 1.090
320 N 5.817 -6.083 3.291  C316 1.475, H330 1.010, H331 1.010
321 H 3.638 -4.946 1.733  C315 1.090
322 H 4.740 -3.744 2.334  C315 1.090
323 H 3.238 -3.955 3.081  C315 1.090
324 H 4.710 -4.906 4.629  C316 1.090
325 H 3.901 -7.418 4.645  C317 1.090
326 H 3.166 -7.150 3.191  C317 1.090
327 H 1.710 -7.719 5.618  C319 1.090
328 H 0.814 -7.357 4.124  C319 1.090
329 H 0.499 -6.487 5.565  C319 1.090
330 H 5.687 -6.482 2.372  N320 1.010
331 H 6.628 -5.487 3.208  N320 1.010
332 C 0.926 1.848 5.139  C333 1.507, H338 1.090, H339 1.090, H340 1.090
333 C -0.367 1.575 5.865  C332 1.507, C334 1.583, N337 1.460, H341 1.090
334 C -1.649 1.795 4.963  C333 1.583, O335 1.445, H342 1.090, H343 1.090
335 O -1.767 3.170 4.534  C334 1.445, C336 1.431
336 C -2.211 3.980 5.627  O335 1.431, H344 1.090, H345 1.090, H346 1.090
337 N -0.409 0.195 6.340  C333 1.460, H347 1.010, H348 1.010
338 H 1.011 2.925 4.988  C332 1.090
339 H 1.058 1.317 4.197  C332 1.090
340 H 1.713 1.476 5.795  C332 1.090
341 H -0.367 2.183 6.769  C333 1.090
342 H -2.503 1.403 5.515  C334 1.090
343 H -1.591 1.192 4.058  C334 1.090
344 H -2.472 5.027 5.467  C336 1.090
345 H -1.478 4.043 6.431  C336 1.090
346 H -3.169 3.652 6.029  C336 1.090
347 H -1.155 0.110 7.015  N337 1.010
348 H 0.435 0.124 6.891  N337 1.010

For the orbital gap, the calculation gives 8.69 eV. Its electronic energy is -166650.9314 eV. As for the molar mass: 1868.8 g/mol. The calculation puts the maximum force at 2.79 eV Å⁻¹. For the relative energy (zero: lowest compared OMol25 entry of this formula, charge and spin), the calculation gives 1.04 kcal per mole. Its HOMO energy is -8.25 eV.

Löwdin atomic charge list, values in e, 2 entries:
1 C -0.094
2 O -0.220